# 1
DFT (ωB97M-V/def2-TZVPD) results for a structure of composition C37H30I2OP2PdSe.

Its spin multiplicity is 5. The LUMO energy (spin up / spin down) is -5.406 / -8.261 eV. As for the total charge: +2.

Last column: Mulliken charge in e.
Geometry (Å):
Pd1 0.622638 1.305154 0.545678  -0.796
I1 0.246411 4.207554 2.397710  0.175
C1 2.168100 3.636369 3.035106  -0.860
I2 3.024157 2.100345 1.840518  0.220
H1 2.086081 3.261098 4.046975  0.397
H2 2.823609 4.493523 2.961716  0.526
O1 -1.116195 -1.710896 -0.753665  -0.187
C2 -0.354407 -2.341242 -1.718839  -0.566
C3 -0.855796 -3.409651 -2.441686  -0.119
C4 -0.058283 -3.995490 -3.411633  -0.629
C5 1.220704 -3.509601 -3.665747  -0.952
C6 1.685498 -2.409144 -2.969941  -0.495
C7 0.894927 -1.808132 -1.984834  0.483
P1 1.444434 -0.221323 -1.295773  2.486
C8 3.132617 -0.528877 -0.718327  0.740
C9 3.383935 -1.742472 -0.074339  -0.963
C10 4.630279 -1.995139 0.481310  -0.620
C11 5.637083 -1.042622 0.399258  -0.709
C12 5.393176 0.170498 -0.231991  -0.731
C13 4.145114 0.432541 -0.782070  -0.806
C14 1.472164 0.798717 -2.797371  1.037
C15 0.219545 1.239846 -3.250749  -0.917
C16 0.105535 1.933912 -4.449325  -0.534
C17 1.240273 2.195828 -5.203069  -0.765
C18 2.480133 1.738110 -4.775202  -0.710
C19 2.597791 1.029630 -3.584240  -0.654
C20 -1.353923 -2.333626 0.450063  1.030
C21 -1.342940 -3.704141 0.636775  -0.912
C22 -1.684630 -4.205937 1.886841  -0.892
C23 -2.032950 -3.365663 2.933637  -0.940
C24 -1.994967 -1.994755 2.743312  -0.804
C25 -1.637744 -1.463827 1.501372  -0.240
P2 -1.481209 0.309957 1.241091  2.479
C26 -2.950480 0.919065 0.395891  0.030
C27 -2.995341 2.250636 -0.023535  -0.001
C28 -4.128044 2.756172 -0.639636  -0.881
C29 -5.223158 1.926879 -0.855138  -0.537
C30 -5.185397 0.602292 -0.447133  -0.760
C31 -4.052783 0.095643 0.180764  -0.300
C32 -1.493303 1.025395 2.901812  0.446
C33 -0.395276 0.786982 3.733166  -0.359
C34 -0.344479 1.351694 4.999271  -0.897
C35 -1.390358 2.152456 5.444473  -0.557
C36 -2.488716 2.381497 4.627250  -0.763
C37 -2.541222 1.823750 3.355747  -0.540
H3 -1.860162 -3.765393 -2.256801  0.686
H4 -0.440622 -4.833718 -3.979889  0.447
H5 1.841999 -3.976294 -4.418294  0.499
H6 2.667407 -2.008995 -3.197542  0.419
H7 2.611758 -2.501050 -0.020719  0.426
H8 4.818785 -2.942218 0.970358  0.467
H9 6.612850 -1.246580 0.820597  0.445
H10 6.178887 0.912030 -0.303648  0.473
H11 3.969500 1.387652 -1.263882  0.623
H12 -0.679741 0.976277 -2.699642  0.489
H13 -0.867434 2.257765 -4.795443  0.491
H14 1.157077 2.740396 -6.134615  0.415
H15 3.360599 1.922928 -5.376993  0.448
H16 3.569394 0.659606 -3.284055  0.500
H17 -1.085320 -4.380401 -0.163581  0.626
H18 -1.686767 -5.278380 2.034133  0.438
H19 -2.316416 -3.774039 3.894011  0.472
H20 -2.229969 -1.333459 3.565928  0.491
H21 -2.147332 2.903409 0.154914  0.161
H22 -4.161490 3.792301 -0.950738  0.467
H23 -6.107712 2.317735 -1.340401  0.424
H24 -6.040297 -0.039868 -0.613291  0.457
H25 -4.035259 -0.938354 0.504198  0.478
H26 0.409026 0.135390 3.407785  0.600
H27 0.498469 1.151754 5.649034  0.500
H28 -1.356276 2.585377 6.435901  0.429
H29 -3.309358 2.990542 4.983966  0.445
H30 -3.399775 2.008671 2.721181  0.387
Se1 0.475574 3.133913 -1.007957  0.141

Atoms 1-3, force components in eV/Å:
Pd 0.1 -0.8 -0.1
I -0.1 0.2 0.0
C 0.0 0.0 0.0



# 2
DFT (ωB97M-V/def2-TZVPD) results for a cluster of 3 separate species, C14H34BFNO6 in total.

The LUMO energy is 2.692 eV. As for the total charge: -1.

Last column: Mulliken charge in e.
Geometry (Å):
C1 -1.108943 4.039155 1.802113  -1.316
C2 -0.547683 2.894001 2.650502  0.849
C3 -1.619458 2.145051 3.444004  -0.795
N1 0.672552 2.623893 2.693392  -0.666
B1 1.461345 1.330906 2.377243  0.830
F1 2.159462 1.517389 1.128908  -0.431
O1 0.444793 0.257547 2.188676  -0.671
C4 0.722137 -0.710063 1.229304  -0.947
C5 0.297415 -0.294520 -0.192196  0.973
C6 1.448251 -0.228496 -1.202520  -1.348
O2 -0.719440 -1.218867 -0.648605  -0.632
H1 -2.079790 3.760458 1.380252  0.250
H2 -1.241174 4.953800 2.392736  0.336
H3 -0.408286 4.240614 0.991860  0.334
H4 -1.115795 1.344687 3.985293  0.286
H5 -2.155017 2.790787 4.145761  0.442
H6 -2.326069 1.666489 2.756448  -0.097
H7 2.284510 1.034127 3.251234  -0.321
H8 0.142769 -1.609400 1.478257  0.302
H9 1.785784 -0.986501 1.229775  0.203
H10 -0.139027 0.702758 -0.083767  0.049
H11 2.302318 -0.819561 -0.863873  0.316
H12 1.766609 0.801430 -1.364014  0.304
H13 1.126687 -0.665928 -2.152996  0.374
H14 -1.283720 -0.748261 -1.262994  0.327
C7 7.068754 -1.525378 -2.310626  -0.680
O3 7.167104 -1.450312 -3.722124  -0.380
C8 6.371998 -2.405281 -4.399625  -0.478
C9 5.076173 -1.811107 -4.911323  -0.561
O4 4.228532 -1.415043 -3.855412  -0.303
C10 4.236373 -0.021403 -3.596343  -0.586
H15 7.553416 -0.638642 -1.906599  0.243
H16 6.028949 -1.545506 -1.978138  0.290
H17 7.583174 -2.415131 -1.930209  0.316
H18 6.147804 -3.253036 -3.742672  0.317
H19 6.954773 -2.777377 -5.248762  0.374
H20 4.548433 -2.572902 -5.495336  0.369
H21 5.293628 -0.965093 -5.573577  0.335
H22 3.698581 0.520474 -4.382648  0.320
H23 5.255854 0.366802 -3.527799  0.376
H24 3.725875 0.137160 -2.650086  0.090
C11 -4.299677 -1.133147 2.826587  -0.610
O5 -4.953028 0.124846 2.783163  -0.379
C12 -4.977252 0.687456 1.481674  -0.213
C13 -6.339819 0.527953 0.843853  -0.737
O6 -6.668050 -0.829408 0.592950  -0.369
C14 -7.523313 -1.394357 1.562833  -0.698
H25 -4.501383 -1.576860 3.800713  0.252
H26 -4.671580 -1.800466 2.044210  0.330
H27 -3.217782 -1.013374 2.712380  0.196
H28 -4.201717 0.240549 0.851899  0.287
H29 -4.757301 1.755580 1.577763  0.338
H30 -6.346419 1.047793 -0.119235  0.389
H31 -7.099695 0.988533 1.485357  0.357
H32 -8.542237 -0.997996 1.470147  0.319
H33 -7.161902 -1.208185 2.577280  0.303
H34 -7.548496 -2.468639 1.384911  0.240

Atoms 1-3, force components in eV/Å:
C 0.2 0.2 0.2
C 0.1 0.1 0.7
C 0.4 -0.7 -0.4



# 3
DFT (ωB97M-V/def2-TZVPD) results for the ion C6H12NO with charge -1.

Its energy above the lowest of the compared OMol25 structures with the same formula, charge and spin is 1.5068 eV. The LUMO energy is 3.795 eV. Its SMILES is C=CCC[C@@H](N)C[O-]. As for the total charge: -1.

Last column: Mulliken charge in e.
Geometry (Å):
C1 2.164414 2.300109 1.457447  -0.872
C2 1.569888 1.190758 0.918174  -0.036
C3 0.123346 1.345810 0.784820  -0.354
C4 -0.487315 0.468269 -0.253189  -1.014
C5 -0.493713 -1.035606 -0.147696  0.245
N1 -1.121048 -1.541028 1.069858  -0.534
C6 -1.064807 -1.500317 -1.509121  -0.783
O1 -0.248514 -0.941550 -2.413541  -0.891
H1 1.634887 3.148424 1.621367  0.373
H2 3.222211 2.217769 1.804162  0.201
H3 2.021715 0.311638 0.562139  0.328
H4 -0.329604 1.108706 1.869992  0.188
H5 -0.147601 2.450815 0.812482  0.314
H6 0.039630 0.545199 -1.214758  0.381
H7 -1.547037 0.725765 -0.481750  0.332
H8 0.553296 -1.296889 -0.070679  0.235
H9 -1.995014 -1.078111 1.425915  0.179
H10 -1.145393 -2.560117 1.153315  0.194
H11 -1.157241 -2.580120 -1.663335  0.319
H12 -2.185279 -1.287614 -1.502134  0.194

Atoms 1-3, force components in eV/Å:
C 3.1 -5.1 -0.8
C 0.3 4.2 1.4
C -2.4 -0.1 3.0



# 4
DFT (ωB97M-V/def2-TZVPD) results for a structure of composition C42H54BrN5O3Si3Zr.

Its energy above the lowest of the compared OMol25 structures with the same formula, charge and spin is 0.1629 eV. The LUMO energy is 0.092 eV. As for the total charge: 0.

Last column: Mulliken charge in e.
Geometry (Å):
Zr1 0.016239 0.288623 -0.500516  -1.089
N1 -0.367056 -0.097518 1.776647  -0.817
C1 -0.838283 0.921398 2.735504  -0.816
C2 -2.202894 1.482191 2.360292  -0.450
C3 -2.231516 2.445521 1.181574  -0.665
N2 -1.976014 1.766700 -0.103262  0.140
H1 -1.039940 -0.857929 1.713096  -0.240
H2 0.494320 -0.515848 2.120832  0.101
H3 -0.095332 1.717161 2.767363  0.289
H4 -0.902464 0.478914 3.732984  0.624
H5 -2.587308 2.019705 3.230397  0.545
H6 -2.899553 0.656407 2.179381  -0.078
H7 -1.471462 3.214667 1.322295  0.231
H8 -3.207766 2.939323 1.158055  0.631
H9 -1.998293 2.459465 -0.846836  0.320
H10 -2.742596 1.124664 -0.286579  -1.089
C4 3.772039 1.736855 -1.019582  -1.472
Si1 2.807700 0.352542 -0.118044  2.360
C5 3.146562 0.672753 1.737904  -1.439
C6 3.778618 -1.238114 -0.454315  -0.058
C7 5.166158 -1.291095 -0.616844  -0.979
C8 5.819653 -2.504766 -0.764240  -0.708
C9 5.089536 -3.688084 -0.740462  -0.746
C10 3.712511 -3.646504 -0.582938  -0.781
C11 3.036979 -2.429374 -0.447988  0.812
Si2 1.142076 -2.294878 -0.284245  1.535
C12 0.792173 -3.085951 1.426156  -1.640
C13 0.553924 -3.604845 -1.534249  -1.352
H11 4.576523 2.138420 -0.396221  0.382
H12 3.152020 2.574399 -1.341553  0.185
H13 4.231369 1.323173 -1.921867  0.445
H14 4.216774 0.582680 1.944740  0.443
H15 2.639572 -0.042089 2.395004  0.268
H16 2.822342 1.677097 2.020010  0.157
H17 5.744997 -0.372031 -0.627603  0.389
H18 6.895342 -2.534014 -0.893351  0.406
H19 5.596958 -4.639404 -0.849970  0.394
H20 3.158959 -4.580463 -0.574633  0.328
H21 1.120365 -4.129891 1.426479  0.555
H22 -0.264579 -3.080271 1.705774  0.243
H23 1.359519 -2.583144 2.216724  0.426
H24 1.038402 -4.561791 -1.317114  0.629
H25 0.841222 -3.322495 -2.551757  0.265
H26 -0.520810 -3.775235 -1.514559  0.336
Br1 2.301914 7.260225 2.067320  -0.174
C14 1.841196 6.279230 0.519853  -0.201
C15 1.855266 6.905659 -0.719849  -0.208
N3 1.544967 6.272137 -1.845465  -0.659
C16 1.209292 4.988754 -1.765576  -0.141
C17 1.161696 4.286903 -0.566653  0.437
C18 1.491149 4.948893 0.608753  -0.382
C19 0.770825 2.855777 -0.537315  0.842
O1 0.507909 2.239767 -1.609777  -0.904
O2 0.692903 2.242308 0.559953  -0.641
H27 2.128158 7.951228 -0.798892  0.395
H28 0.970041 4.481127 -2.692077  0.550
H29 1.475387 4.421373 1.552983  0.490
N4 -1.054559 0.352740 -4.823412  0.164
C20 -1.277537 0.322687 -3.494230  -1.766
N5 -0.224323 -0.042019 -2.813751  1.697
C21 0.774850 -0.280953 -3.758654  -0.305
C22 2.082137 -0.734703 -3.599114  -0.313
C23 2.831382 -0.919780 -4.742293  -1.379
C24 2.301301 -0.672475 -6.018662  -0.599
C25 1.002987 -0.235422 -6.190322  -1.312
C26 0.255329 -0.046572 -5.033522  0.755
H30 -1.749704 0.542474 -5.522907  0.274
H31 -2.236738 0.560896 -3.060481  0.236
H32 2.489824 -0.947712 -2.618709  0.301
H33 3.850228 -1.272851 -4.652402  0.555
H34 2.924065 -0.833928 -6.888555  0.422
H35 0.591605 -0.053976 -7.174451  0.469
C27 -5.187486 -3.407006 0.001765  -1.893
C28 -3.703290 -3.060457 0.164969  2.722
C29 -2.869429 -4.290650 -0.222386  -1.706
C30 -3.422315 -2.761400 1.643089  -1.723
Si3 -3.203363 -1.617639 -0.979923  -4.132
O3 -1.800716 -0.947876 -0.568995  5.589
C31 -4.517288 -0.224924 -0.925925  0.101
C32 -5.084418 0.210919 0.278516  0.557
C33 -5.886295 1.342349 0.350022  -0.975
C34 -6.145658 2.083172 -0.794616  -0.611
C35 -5.613109 1.668738 -2.006387  -0.983
C36 -4.818658 0.529936 -2.064782  0.053
C37 -3.304615 -2.241946 -2.766723  0.964
C38 -2.178423 -2.613845 -3.503358  0.846
C39 -2.281419 -3.096109 -4.802208  -0.714
C40 -3.526661 -3.214144 -5.401642  -0.873
C41 -4.663853 -2.847975 -4.693642  -0.925
C42 -4.549081 -2.369026 -3.396112  -0.397
H36 -5.455300 -4.221690 0.683758  0.502
H37 -5.409111 -3.748065 -1.010860  0.353
H38 -5.837805 -2.557597 0.225481  0.304
H39 -3.169881 -5.148511 0.389588  0.573
H40 -1.804925 -4.122380 -0.054399  0.056
H41 -3.008488 -4.563753 -1.271053  0.293
H42 -3.562017 -3.671279 2.237032  0.519
H43 -4.091741 -2.006678 2.058525  0.323
H44 -2.392567 -2.434488 1.799573  0.148
H45 -4.898637 -0.342120 1.190148  0.261
H46 -6.310531 1.644688 1.299945  0.478
H47 -6.767815 2.967652 -0.744253  0.384
H48 -5.823497 2.227425 -2.910335  0.468
H49 -4.437081 0.213480 -3.030419  0.339
H50 -1.201082 -2.532013 -3.052525  -0.423
H51 -1.385784 -3.384775 -5.339977  0.554
H52 -3.612990 -3.591705 -6.412964  0.401
H53 -5.640959 -2.934316 -5.152904  0.444
H54 -5.450721 -2.070697 -2.871749  0.503

Atoms 1-3, force components in eV/Å:
Zr -0.4 -0.1 -0.1
N 0.1 -0.1 0.1
C 0.0 0.0 0.0